(1)
DFT (ωB97M-V/def2-TZVPD) results for a 6-piece molecular cluster, C21H53NO12 overall.

## Properties
ΔE to the lowest compared entry with this formula, charge and spin, kcal/mol: 150.8
Maximum force, eV/A: 3.519
Kohn-Sham gap, eV: 8.86
SMILES: C[N+](=O)[O-].COCCOC.COCCOC.COCCOC.COCCOC.COCCOC

Last column: Löwdin charge in e.
Atoms and positions in Å:
C1 0.677 0.847 -0.116  0.041
N1 -0.413 -0.051 0.272  -0.294
O1 -0.177 -1.257 0.364  -0.011
O2 -1.523 0.438 0.469  0.051
H1 1.497 0.740 0.594  0.046
H2 0.368 1.888 -0.018  0.071
H3 0.958 0.694 -1.157  0.121
C2 3.008 1.069 2.006  -0.059
O3 2.397 2.068 2.825  -0.240
C3 3.287 2.549 3.806  -0.173
C4 2.852 3.973 4.033  -0.180
O4 3.438 4.848 3.062  -0.212
C5 3.228 6.210 3.260  -0.125
H4 3.432 0.250 2.587  0.111
H5 3.671 1.566 1.298  0.120
H6 2.231 0.596 1.405  0.035
H7 4.334 2.479 3.510  0.135
H8 3.211 1.985 4.736  0.129
H9 3.121 4.200 5.064  0.126
H10 1.791 4.196 3.921  0.117
H11 3.638 6.686 4.151  0.088
H12 2.167 6.454 3.203  0.088
H13 3.745 6.693 2.431  0.093
C6 -2.976 -4.636 2.221  -0.154
O5 -3.321 -3.445 1.654  -0.175
C7 -2.403 -3.151 0.533  -0.126
C8 -2.559 -1.822 -0.263  -0.164
O6 -3.821 -1.784 -0.955  -0.186
C9 -4.983 -1.398 -0.191  -0.081
H14 -1.945 -4.531 2.559  0.087
H15 -3.088 -5.402 1.454  0.089
H16 -3.623 -4.869 3.067  0.091
H17 -2.380 -3.956 -0.202  0.047
H18 -1.373 -3.127 0.886  0.087
H19 -1.875 -1.646 -1.094  0.100
H20 -2.383 -0.922 0.326  0.069
H21 -5.201 -2.192 0.524  0.068
H22 -5.818 -1.341 -0.889  0.083
H23 -4.840 -0.515 0.431  0.084
C10 -1.764 -4.726 -2.076  -0.091
O7 -0.344 -4.568 -2.129  -0.184
C11 0.396 -5.452 -1.291  -0.202
C12 1.902 -5.037 -1.178  -0.139
O8 1.943 -3.582 -0.985  -0.170
C13 1.415 -3.132 0.273  -0.101
H24 -2.040 -4.708 -1.022  0.042
H25 -2.001 -5.695 -2.516  0.102
H26 -2.282 -3.913 -2.585  0.039
H27 0.273 -6.466 -1.673  0.118
H28 -0.072 -5.466 -0.307  0.106
H29 2.351 -5.443 -2.085  0.114
H30 2.349 -5.630 -0.380  0.113
H31 0.367 -3.396 0.415  0.049
H32 1.375 -2.047 0.366  0.059
H33 1.948 -3.561 1.121  0.091
C14 -1.780 -2.342 -3.545  -0.102
O9 -1.933 -0.933 -3.472  -0.176
C15 -0.758 -0.231 -3.750  -0.192
C16 -0.926 1.223 -3.284  -0.185
O10 -1.129 1.323 -1.869  -0.201
C17 -1.488 2.688 -1.471  -0.046
H34 -2.782 -2.767 -3.489  0.095
H35 -1.305 -2.496 -2.576  0.062
H36 -1.226 -2.647 -4.432  0.114
H37 -0.461 -0.377 -4.788  0.131
H38 0.009 -0.590 -3.065  0.122
H39 -1.780 1.649 -3.811  0.124
H40 -0.103 1.871 -3.584  0.081
H41 -2.297 3.148 -2.037  0.093
H42 -0.676 3.415 -1.464  0.078
H43 -1.848 2.590 -0.446  0.076
C18 -0.672 3.064 2.208  -0.083
O11 0.037 3.562 1.120  -0.202
C19 1.424 3.649 1.144  -0.192
C20 1.785 3.872 -0.301  -0.117
O12 1.362 2.760 -1.151  -0.331
C21 1.740 2.832 -2.525  -0.071
H44 -1.712 3.212 1.917  0.094
H45 -0.532 3.621 3.135  0.090
H46 -0.474 1.992 2.230  0.084
H47 1.866 2.697 1.437  0.072
H48 1.769 4.418 1.835  0.117
H49 2.873 3.906 -0.358  0.127
H50 1.389 4.795 -0.722  0.131
H51 2.813 3.016 -2.593  0.096
H52 1.232 3.636 -3.058  0.098
H53 1.417 1.882 -2.951  0.072

Cartesian forces, eV/Å:
C -0.38 0.27 0.40
N -0.99 -0.04 0.23
O -0.76 2.30 0.25
O 2.13 0.87 0.88
H -1.50 -0.47 -1.81
H -0.82 -1.38 0.24
H -0.11 -0.60 0.61
C -0.38 -0.21 0.42
O 1.37 -2.55 1.34
C -0.91 0.57 -0.08
C 0.54 1.22 0.23
O 1.22 -0.99 0.84
C -0.04 0.68 -0.72
H 0.52 0.26 0.08
H 0.56 -0.28 0.10
H 1.34 -0.03 1.61
H 0.07 0.29 -0.30
H -0.25 -0.17 0.14
H 0.29 0.67 0.09
H -0.43 -0.94 0.39
H 0.11 -0.57 0.50
H -0.28 0.11 0.03
H -0.19 0.11 -0.11
C 0.42 -0.67 0.11
O 0.01 2.78 -2.15
C 0.39 0.64 0.06
C -2.45 -0.68 0.47
O -0.74 0.51 0.22
C 0.93 -1.28 0.08
H 0.33 -0.69 0.24
H 0.29 -0.66 0.18
H -0.06 0.14 -0.04
H -1.18 0.85 1.60
H -0.10 -0.07 0.63
H 0.32 -0.92 0.30
H -1.28 -1.25 0.13
H -0.17 -0.18 0.08
H 0.15 0.38 0.04
H 0.12 0.45 -0.43
C 0.99 -1.48 0.23
O 0.49 0.61 -0.23
C -0.44 0.27 0.12
C -2.57 0.77 0.02
O 0.74 -1.31 -0.01
C 0.37 -1.08 -0.01
H 0.10 -1.23 -1.34
H -0.38 -0.16 -0.08
H 0.42 -1.23 0.60
H 0.35 -0.35 -0.11
H -0.04 0.11 0.34
H 0.50 1.25 -0.29
H 0.05 0.34 0.49
H 0.12 -0.36 -0.33
H 1.20 -0.81 -0.63
H 0.39 -0.21 0.07
C -0.08 2.01 0.98
O -0.99 0.82 -1.16
C 0.02 0.47 1.85
C -0.99 0.37 -0.71
O -0.50 1.54 -1.48
C -0.41 -0.75 0.34
H -0.01 0.45 -0.55
H 0.71 -1.00 -0.73
H 0.12 -0.30 0.13
H 0.22 0.42 -0.14
H 0.68 -0.61 -0.17
H -0.45 0.01 0.05
H -0.05 -0.45 -0.22
H -0.20 -0.55 -0.50
H 0.21 -0.47 -0.18
H 0.14 0.01 -0.13
C -0.44 -0.23 -0.61
O -1.00 1.24 -0.54
C -0.52 -0.71 -1.50
C 0.90 0.04 -1.27
O 1.49 2.31 -0.31
C 0.24 0.38 1.12
H -0.14 -0.22 0.20
H 0.43 -0.23 0.24
H -0.11 -0.09 0.94
H -0.63 1.30 -0.68
H 0.18 0.07 -0.47
H 0.30 0.25 -0.09
H -0.19 0.19 0.07
H 0.18 -0.25 -0.24
H -0.21 0.19 0.00
H 0.74 0.18 0.05



(2)
DFT (ωB97M-V/def2-TZVPD) results for C21H54FN2O7Pb as an isolated structure.

## Properties
ΔE to the lowest compared entry with this formula, charge and spin, kcal/mol: 0.0
Maximum force, eV/A: 1.901
Kohn-Sham gap, eV: 9.57
Total charge: +1

Last column: Löwdin charge in e.
Atoms and positions in Å:
Pb1 -17.801 15.089 -4.030  1.718
F1 -18.889 16.420 -5.904  -0.497
C1 -14.592 16.933 -6.221  -0.040
C2 -15.134 17.511 -4.915  -0.431
C3 -14.941 19.029 -4.898  -0.037
O1 -16.558 17.198 -4.826  -0.258
H1 -14.688 15.840 -6.228  0.057
H2 -13.511 17.120 -6.294  0.091
H3 -15.018 17.363 -7.122  0.082
H4 -14.649 17.087 -4.037  0.124
H5 -15.679 19.524 -5.524  0.077
H6 -13.929 19.360 -5.117  0.085
H7 -15.123 19.349 -3.862  0.082
H8 -17.025 17.637 -5.580  0.043
C4 -21.728 17.224 -8.321  -0.048
C5 -22.137 15.892 -7.682  -0.447
C6 -21.632 14.688 -8.474  -0.056
O2 -21.672 15.931 -6.315  -0.092
H9 -21.897 17.181 -9.407  0.086
H10 -20.696 17.514 -8.139  0.051
H11 -22.390 18.021 -7.979  0.085
H12 -23.227 15.832 -7.632  0.138
H13 -21.848 14.822 -9.537  0.082
H14 -22.086 13.776 -8.089  0.075
H15 -20.537 14.628 -8.467  0.072
H16 -20.762 16.281 -6.228  0.043
C7 -19.533 20.095 -7.655  -0.050
C8 -18.393 19.160 -8.082  -0.457
C9 -17.249 19.905 -8.744  -0.055
O3 -17.865 18.429 -6.946  -0.132
H17 -20.003 19.702 -6.746  0.072
H18 -20.365 20.076 -8.367  0.074
H19 -19.244 21.129 -7.471  0.076
H20 -18.804 18.416 -8.780  0.125
H21 -16.445 19.188 -8.939  0.074
H22 -16.833 20.688 -8.109  0.081
H23 -17.550 20.327 -9.702  0.084
H24 -18.455 17.665 -6.684  0.021
C10 -21.032 13.240 -3.414  -0.054
O4 -20.085 13.681 -4.379  -0.320
C11 -20.312 13.110 -5.649  -0.210
C12 -19.048 13.232 -6.452  -0.219
N1 -17.920 13.038 -5.567  -0.144
C13 -16.607 12.918 -6.256  -0.165
C14 -15.464 12.655 -5.306  -0.217
O5 -15.403 13.719 -4.376  -0.342
C15 -14.069 13.969 -3.967  -0.078
H25 -22.040 13.565 -3.678  0.112
H26 -20.732 13.676 -2.470  0.057
H27 -20.959 12.151 -3.294  0.106
H28 -21.188 13.551 -6.108  0.101
H29 -20.543 12.044 -5.470  0.135
H30 -19.035 14.236 -6.889  0.099
H31 -19.064 12.563 -7.321  0.140
H32 -18.075 12.085 -5.216  0.143
H33 -16.325 13.838 -6.779  0.134
H34 -16.685 12.128 -7.015  0.138
H35 -14.568 12.675 -5.937  0.133
H36 -15.443 11.729 -4.726  0.136
H37 -13.983 14.801 -3.282  0.092
H38 -13.399 14.097 -4.819  0.097
H39 -13.732 13.056 -3.454  0.103
C16 -19.205 20.530 -2.391  -0.109
O6 -19.658 19.286 -1.934  -0.208
C17 -19.977 18.362 -2.989  -0.201
C18 -20.356 17.079 -2.296  -0.218
N2 -19.183 16.467 -1.636  -0.064
C19 -19.699 15.413 -0.697  -0.183
C20 -18.915 14.121 -0.590  -0.185
O7 -18.312 13.710 -1.834  -0.376
C21 -17.509 12.552 -1.716  -0.093
H40 -19.805 20.951 -3.204  0.091
H41 -18.172 20.424 -2.758  0.087
H42 -19.168 21.203 -1.540  0.090
H43 -19.072 18.190 -3.573  0.108
H44 -20.818 18.810 -3.526  0.138
H45 -20.766 16.392 -3.040  0.119
H46 -21.111 17.440 -1.584  0.135
H47 -18.867 17.204 -1.003  0.112
H48 -20.726 15.243 -1.020  0.101
H49 -19.769 15.859 0.296  0.133
H50 -19.608 13.368 -0.199  0.136
H51 -18.102 14.266 0.133  0.129
H52 -18.068 11.618 -1.679  0.104
H53 -16.822 12.616 -0.857  0.105
H54 -16.780 12.555 -2.535  0.067

Cartesian forces, eV/Å:
Pb -0.75 1.08 -0.62
F -0.11 -1.11 0.90
C 1.06 -0.60 0.52
C -0.49 0.69 -1.52
C -0.44 -0.11 1.41
O 0.70 0.10 0.22
H -0.24 0.13 -0.16
H -0.18 0.05 0.13
H -0.46 0.08 0.10
H -0.09 -0.27 -0.04
H 0.12 -0.01 -0.26
H 0.06 -0.21 -0.34
H -0.12 0.19 -0.23
H 0.37 -0.08 0.33
C -1.02 -0.08 -0.86
C 1.10 1.01 0.36
C 0.37 0.40 -0.06
O -0.39 -0.60 0.06
H 0.22 0.01 0.15
H 0.08 -0.26 0.11
H 0.19 0.03 0.27
H 0.10 0.05 0.11
H -0.45 -0.18 0.12
H 0.13 -0.15 -0.21
H -0.11 -0.06 0.36
H -0.16 -0.24 -0.42
C -0.69 -0.56 0.24
C -0.12 -0.03 0.55
C 0.35 -0.65 -0.05
O -0.16 0.21 -0.38
H 0.26 0.08 0.06
H 0.31 0.23 -0.25
H 0.20 -0.04 -0.03
H 0.19 0.15 0.02
H -0.03 0.11 -0.07
H -0.20 0.05 0.06
H -0.10 0.13 0.06
H 0.15 0.51 -0.29
C 0.35 0.07 0.09
O -0.04 0.44 0.50
C -0.40 -1.24 0.47
C -0.66 1.29 -1.22
N 1.31 -1.13 -0.27
C -0.46 -0.25 -0.25
C 0.32 0.07 -0.22
O -0.24 1.06 -0.06
C 0.56 -1.24 0.32
H -0.03 -0.14 -0.03
H -0.14 0.12 0.04
H -0.25 0.09 -0.18
H 0.07 0.27 -0.25
H 0.08 0.03 -0.15
H 0.36 0.10 0.24
H 0.04 -0.26 0.23
H 0.11 0.46 0.64
H -0.49 0.08 0.05
H 0.27 0.06 0.06
H 0.07 -0.15 0.13
H -0.39 -0.30 -0.31
H -0.36 0.23 0.00
H -0.14 0.29 -0.11
H 0.22 0.25 0.14
C 0.95 0.01 -0.22
O -0.41 -0.62 0.07
C 0.63 0.66 0.94
C -0.06 0.78 -0.41
N -0.54 -0.29 0.76
C -0.34 0.75 -0.84
C 0.63 0.26 0.16
O -0.56 0.10 0.45
C 1.26 0.13 0.22
H -0.20 -0.06 0.14
H -0.11 0.12 -0.12
H -0.21 0.10 0.02
H -0.09 0.23 -0.63
H 0.17 -0.43 -0.49
H -0.18 -0.09 0.18
H -0.16 -0.74 0.12
H 0.51 0.00 -0.53
H 0.01 -0.41 0.15
H -0.05 -0.28 0.16
H 0.25 -0.23 -0.12
H -0.05 -0.21 -0.06
H -0.17 0.07 -0.02
H -0.55 -0.01 0.23
H -0.52 -0.14 -0.33



(3)
DFT (ωB97M-V/def2-TZVPD) results for C21H54NO8PdS7 as an isolated structure.

## Properties
ΔE to the lowest compared entry with this formula, charge and spin, kcal/mol: 48.2
Multiplicity: 3
Maximum force, eV/A: 3.713
Kohn-Sham gap (spin up / spin down), eV: 8.19 / 5.97
Expectation value of S²: 2.005
Total charge: +1

Last column: Löwdin charge in e.
Atoms and positions in Å:
Pd1 2.800 -2.734 -1.275  1.132
C1 -0.489 -0.661 1.218  -0.055
C2 0.165 -0.539 -0.176  -0.597
C3 0.522 0.874 -0.497  -0.069
O1 1.128 -1.484 -0.514  -0.320
H1 -0.667 -1.667 1.597  0.051
H2 -1.482 -0.217 1.286  0.055
H3 0.200 -0.461 2.038  0.053
H4 -0.693 -0.872 -0.759  0.088
H5 1.444 1.238 -0.044  0.054
H6 -0.189 1.590 -0.084  0.062
H7 0.576 0.927 -1.584  0.064
C4 -3.459 0.569 -0.545  -0.279
S1 -3.683 -1.240 -0.472  0.849
O2 -5.240 -1.439 -0.288  -0.575
C5 -3.505 -1.587 -2.307  -0.235
H8 -3.678 0.805 0.496  0.032
H9 -4.320 0.974 -1.077  0.053
H10 -2.492 0.937 -0.889  0.035
H11 -4.267 -1.015 -2.836  0.058
H12 -3.604 -2.670 -2.374  0.028
H13 -2.537 -1.264 -2.690  0.030
C6 0.261 -4.591 2.104  -0.243
S2 1.512 -5.411 1.054  0.898
O3 2.403 -4.379 0.360  -0.638
C7 2.536 -6.180 2.370  -0.224
H14 -0.032 -3.701 1.548  0.011
H15 0.522 -4.140 3.061  0.060
H16 -0.625 -5.200 2.283  0.063
H17 3.473 -6.449 1.882  0.056
H18 1.970 -7.039 2.732  0.057
H19 2.751 -5.507 3.200  0.053
C8 3.291 1.418 -3.027  -0.259
S3 3.934 0.660 -1.549  0.898
O4 4.033 -0.856 -1.703  -0.642
C9 5.755 1.132 -1.839  -0.192
H20 2.288 1.842 -2.974  0.042
H21 3.346 0.770 -3.902  0.075
H22 3.879 2.325 -3.168  0.055
H23 6.096 0.833 -2.829  0.060
H24 6.407 0.504 -1.231  0.052
H25 5.864 2.200 -1.645  0.054
C10 3.351 -0.193 2.213  -0.209
S4 3.587 -2.032 2.205  0.883
O5 3.801 -2.322 0.742  -0.653
C11 5.173 -2.100 3.103  -0.241
H26 3.047 -0.044 3.250  0.037
H27 2.585 0.225 1.560  0.026
H28 4.295 0.248 1.895  0.056
H29 5.854 -2.872 2.744  0.059
H30 5.041 -2.190 4.181  0.060
H31 5.865 -1.335 2.751  0.055
C12 -0.359 -3.098 -3.900  -0.216
S5 0.316 -4.421 -2.811  0.949
O6 1.643 -4.154 -2.180  -0.671
C13 -0.964 -4.336 -1.452  -0.196
H32 -1.449 -3.099 -3.932  0.045
H33 0.015 -3.083 -4.923  0.061
H34 0.004 -2.179 -3.440  0.049
H35 -1.864 -4.117 -2.028  0.025
H36 -0.807 -3.750 -0.547  0.043
H37 -1.166 -5.311 -1.008  0.051
C14 -4.212 3.845 -4.373  -0.241
S6 -3.253 2.337 -3.930  0.807
O7 -2.841 1.558 -5.193  -0.574
C15 -1.815 3.197 -3.168  -0.253
H38 -3.571 4.299 -5.129  0.050
H39 -4.299 4.516 -3.518  0.049
H40 -5.179 3.623 -4.823  0.055
H41 -1.213 3.733 -3.902  0.057
H42 -1.103 2.536 -2.673  0.021
H43 -2.118 3.830 -2.334  0.030
C16 -0.710 3.083 3.835  -0.274
S7 0.880 2.234 3.896  0.805
O8 1.934 3.122 4.541  -0.569
C17 0.557 1.098 5.287  -0.246
H44 -0.617 3.702 2.943  0.025
H45 -0.996 3.817 4.588  0.074
H46 -1.464 2.315 3.665  0.048
H47 0.058 0.298 4.741  0.034
H48 0.011 1.485 6.148  0.063
H49 1.583 1.017 5.645  0.043
N1 -4.089 5.620 0.509  0.050
C18 -2.837 5.078 0.334  -0.158
C19 -2.676 3.805 0.944  -0.125
C20 -3.808 3.677 1.771  -0.110
C21 -4.610 4.771 1.447  -0.155
H50 -4.464 6.494 0.167  0.157
H51 -2.042 5.581 -0.196  0.099
H52 -1.784 3.197 0.916  0.070
H53 -3.966 2.935 2.540  0.095
H54 -5.519 5.069 1.949  0.108

Cartesian forces, eV/Å:
Pd -0.70 2.02 2.27
C 1.17 -1.16 1.17
C -0.88 -1.58 -0.01
C -0.01 0.73 -0.08
O 0.57 -0.92 0.82
H -0.30 -0.77 -1.10
H 0.36 0.65 0.06
H 0.09 1.41 0.16
H -0.63 0.67 -0.88
H 0.39 -0.47 -0.10
H -0.52 -0.01 -0.37
H 0.13 0.48 -0.03
C -0.95 -0.48 0.71
S -3.28 -0.20 -1.72
O 3.48 0.49 -0.01
C 0.41 0.35 1.06
H 0.45 0.43 0.11
H 0.23 -0.08 -0.41
H -0.08 -0.23 0.06
H -0.22 -0.31 0.21
H -0.27 0.17 -0.26
H 0.18 -0.05 0.21
C -0.18 1.05 -0.03
S 0.68 0.42 0.08
O -1.02 -1.19 1.34
C -0.25 0.48 -0.43
H -0.14 -0.17 -0.47
H 0.84 -0.48 0.11
H 0.21 -0.34 -0.35
H -0.17 -0.26 0.03
H 0.17 -0.10 -0.08
H -0.16 0.19 -0.18
C -0.18 0.81 -0.77
S 1.97 -0.86 0.23
O -0.44 0.32 -0.68
C -0.83 -0.56 -0.05
H -0.24 -0.67 0.59
H 0.29 -0.07 0.15
H 0.40 -0.16 -0.22
H -0.64 0.37 -0.39
H -0.50 0.23 0.73
H 0.11 -0.14 -0.02
C 0.34 -0.85 0.62
S -0.69 0.84 -1.41
O 1.39 0.22 0.71
C 1.00 0.16 -1.09
H 0.40 0.73 0.09
H -0.25 -0.93 -0.09
H 0.08 0.06 0.52
H -0.97 -1.17 0.01
H -0.08 0.32 -0.19
H -0.56 1.11 0.60
C 0.90 0.94 0.76
S -2.26 -1.28 0.26
O 0.46 0.33 -1.27
C -0.28 -0.56 -0.57
H 0.14 -0.29 0.26
H 0.26 -0.69 0.17
H -0.28 0.31 0.11
H -0.12 0.41 0.46
H 0.40 0.99 -0.78
H 0.54 -0.53 -0.60
C 1.19 -0.14 -0.62
S 0.01 -1.29 -0.35
O -0.34 1.82 1.82
C 0.40 0.03 -0.19
H -0.19 0.34 -0.11
H -0.02 -0.25 0.08
H 0.16 -0.35 0.26
H -0.34 0.27 -0.16
H -0.34 -0.78 -0.30
H -0.51 0.29 -0.31
C 0.17 0.52 -1.00
S 0.82 1.35 2.67
O -0.86 -0.33 -1.35
C 0.02 0.54 -0.93
H -0.22 -0.16 -0.27
H 0.40 -0.59 0.66
H -0.12 0.10 0.04
H 0.26 -0.76 0.89
H -0.41 0.31 -0.49
H -0.04 -1.02 -0.23
N 1.97 -2.28 1.56
C 1.83 -1.23 -1.57
C -0.25 2.86 -0.33
C -0.74 1.15 -0.85
C -2.09 -0.37 1.65
H 0.21 -0.27 0.27
H -0.31 0.13 -0.40
H -0.04 0.15 -0.07
H -0.39 0.08 -0.18
H -0.19 -0.24 -0.18



Q: What is the maximum force in the second record?
A: 1.901 eV/A